DFT (wB97M-V/def2-TZVPD) results for a structure of composition C26H18Cl4InN4O6 at a distorted geometry.

The calculation puts the LUMO energy (spin up / spin down) at -5.5 / -5.5 eV. The energy relative to the best compared isomer or geometry (same formula, charge and spin) is 0.041 eV. Its net charge is +1. As for the spin multiplicity: 1. As for the total energy: -3702.5819 Ha. The value obtained for the HOMO-LUMO gap (spin up / spin down) is 5.15 / 5.07 eV.

Positions of all 59 atoms, in Å:
In1 1.1202 -1.3811 2.3179
O1 4.5711 4.8008 -0.0726
C1 4.6511 3.4222 0.0421
O2 5.7165 2.8778 0.1918
C2 3.3207 2.7249 0.0909
C3 2.1275 3.2862 0.5556
C4 1.0500 2.4677 0.8852
C5 1.0769 1.0864 0.6883
C6 2.2204 0.5907 -0.0787
C7 3.3640 1.3573 -0.2367
N1 0.0814 0.1790 0.9573
C8 -1.3136 0.5674 0.8195
C9 -1.6941 -1.8472 0.1758
C10 -2.2281 -2.9929 0.7851
C11 -2.0437 -4.2342 0.1756
C12 -1.1507 -4.2994 -0.9037
C13 -0.6098 -3.0797 -1.3864
N2 -0.9149 -1.8851 -0.8953
H1 3.6240 5.0041 -0.3353
H2 2.0708 4.3194 0.7665
H3 0.2091 2.9856 1.3986
H4 2.2704 -0.5038 -0.3215
H5 4.2151 0.8628 -0.7074
H6 -1.6184 1.0239 1.8241
H7 -2.8826 -2.9684 1.6925
H8 -2.6563 -5.1040 0.4623
H9 -0.9473 -5.2760 -1.3476
H10 0.1911 -3.0990 -2.1563
Cl1 4.2347 -7.0172 0.1248
C14 3.8945 -5.3478 0.4075
C15 4.8767 -4.3125 0.3111
Cl2 6.4376 -4.6507 -0.3626
C16 4.6656 -2.9986 0.7133
Cl3 5.9146 -1.8066 0.6989
C17 3.4080 -2.6142 1.1829
O3 3.2013 -1.4424 1.7510
C18 2.3205 -3.5793 1.1318
O4 1.0748 -3.3342 1.4762
C19 2.6043 -4.9195 0.7723
Cl4 1.2481 -5.9350 0.7859
O5 -4.3847 4.6841 -3.5563
C20 -4.1621 5.0846 -2.2397
N3 -3.9851 3.9811 -1.3247
C21 -3.0818 3.0206 -1.5327
O6 -2.5654 2.8241 -2.6190
C22 -2.8944 2.1197 -0.3374
C23 -3.9383 1.8621 0.5301
C24 -4.2639 0.5887 1.0334
C25 -3.4737 -0.5669 0.9800
N4 -2.1211 -0.6790 0.7800
C26 -1.6735 1.5315 -0.1872
H11 -3.6374 4.0859 -3.8007
H12 -5.0378 5.6099 -1.7347
H13 -3.1815 5.7144 -2.1187
H14 -4.4756 4.1310 -0.4268
H15 -4.6437 2.6607 0.7162
H16 -5.2344 0.3432 1.4274
H17 -3.9260 -1.5364 1.0679
H18 -1.0213 1.6134 -1.0373